{
  "formula": "C21H103F9IN2O39P2SSi",
  "method": "ωB97M-V with the def2-TZVPD basis set",
  "symbols": ["C", "C", "O", "C", "C", "O", "C", "C", "C", "C", "F", "F", "C", "F", "F", "S", "F", "F", "F", "F", "F", "C", "N", "C", "C", "P", "O", "I", "C", "C", "C", "O", "Si", "C", "C", "C", "N", "C", "C", "O", "C", "P", "O", "O", "O", "H", "H", "H", "H", "H", "H", "H", "H", "H", "H", "H", "H", "H", "H", "H", "H", "H", "H", "H", "H", "H", "H", "H", "H", "H", "H", "H", "H", "H", "H", "H", "H", "H", "H", "H", "H", "H", "H", "H", "H", "H", "O", "H", "H", "O", "H", "H", "O", "H", "H", "O", "H", "H", "O", "H", "H", "O", "H", "H", "O", "H", "H", "O", "H", "H", "O", "H", "H", "O", "H", "H", "O", "H", "H", "O", "H", "H", "O", "H", "H", "O", "H", "H", "O", "H", "H", "O", "H", "H", "O", "H", "H", "O", "H", "H", "O", "H", "H", "O", "H", "H", "O", "H", "H", "O", "H", "H", "O", "H", "H", "O", "H", "H", "O", "H", "H", "O", "H", "H", "O", "H", "H", "O", "H", "H", "O", "H", "H", "O", "H", "H", "O", "H", "H"],
  "positions_angstrom": [[0.592, -5.074, 0.113], [-0.230, -4.776, -1.122], [-1.279, -3.864, -0.775], [-2.088, -3.516, -1.900], [-1.850, -2.024, -2.239], [-1.324, -1.371, -1.099], [-1.045, 0.011, -1.114], [-1.288, 0.612, -2.507], [-1.095, 2.106, -2.853], [-1.103, 2.227, -4.400], [-1.877, 1.310, -5.004], [-1.622, 3.437, -4.714], [0.368, 2.238, -4.915], [1.141, 1.418, -4.201], [0.830, 3.461, -4.697], [0.672, 1.856, -6.757], [-0.692, 2.480, -7.219], [0.075, 0.409, -6.635], [2.124, 1.304, -6.390], [1.352, 3.299, -6.963], [1.030, 1.559, -8.279], [0.495, -0.092, -0.879], [1.122, 1.214, -0.907], [0.663, 1.959, 0.305], [1.819, 1.775, 1.340], [0.725, 3.839, -0.026], [-0.751, 4.252, -0.651], [2.383, 4.071, -1.850], [-0.615, 1.425, 0.990], [-1.128, 2.547, 1.896], [-1.859, 2.194, 3.192], [-1.021, 1.328, 3.937], [-1.772, 0.493, 5.208], [-1.925, 1.552, 6.761], [-3.438, -0.285, 4.758], [-0.603, -0.916, 5.631], [-1.682, 0.719, 0.116], [-2.229, -0.342, 1.032], [-3.462, -1.101, 0.620], [-3.999, -1.122, -0.450], [-2.813, 1.629, -0.307], [-4.226, 2.234, 0.654], [-5.256, 2.499, -0.350], [-4.885, 1.326, 1.797], [-3.902, 3.634, 1.370], [-0.056, -5.062, 0.988], [1.085, -6.033, 0.005], [1.368, -4.334, 0.274], [-0.708, -5.706, -1.453], [0.411, -4.389, -1.922], [-1.765, -4.153, -2.725], [-3.125, -3.701, -1.615], [-1.186, -2.007, -3.107], [-2.816, -1.607, -2.530], [-0.618, 0.087, -3.178], [-2.323, 0.416, -2.789], [-0.155, 2.544, -2.534], [-1.919, 2.748, -2.553], [0.714, -0.709, 0.007], [0.848, -0.679, -1.727], [2.128, 1.074, -0.853], [2.189, 0.753, 1.251], [2.648, 2.442, 1.105], [1.488, 1.895, 2.372], [-0.687, 5.107, -1.117], [-0.277, 0.639, 1.667], [-0.238, 3.039, 2.292], [-1.610, 3.335, 1.321], [-2.878, 1.809, 3.083], [-1.943, 3.138, 3.744], [-1.090, 2.242, 6.877], [-1.843, 0.836, 7.584], [-2.893, 2.040, 6.871], [-3.851, -0.013, 3.785], [-4.148, -0.060, 5.556], [-3.314, -1.369, 4.748], [0.319, -0.816, 5.061], [-1.062, -1.832, 5.248], [-0.419, -1.011, 6.694], [-1.463, -1.075, 1.294], [-2.496, 0.095, 1.997], [-3.895, -1.700, 1.447], [-2.322, 2.554, -0.633], [-3.304, 1.183, -1.165], [-5.604, 0.801, 1.413], [-4.515, 3.773, 2.109], [2.252, -1.412, 6.408], [2.816, -0.857, 6.955], [2.708, -2.266, 6.397], [-1.795, -5.902, 1.991], [-2.498, -5.928, 2.654], [-2.239, -5.604, 1.190], [-0.578, -3.527, 7.385], [0.119, -3.024, 6.940], [-0.113, -4.275, 7.777], [1.419, -2.756, 2.476], [1.650, -3.002, 3.380], [0.579, -3.202, 2.326], [-4.754, -6.285, 2.880], [-5.318, -6.452, 3.644], [-5.381, -6.163, 2.162], [-7.492, -5.410, 2.599], [-8.200, -5.421, 3.253], [-7.923, -5.120, 1.787], [-6.578, -3.052, 1.416], [-5.943, -3.706, 1.735], [-6.123, -2.594, 0.699], [-4.743, 5.945, -0.180], [-4.575, 5.020, 0.044], [-5.592, 6.154, 0.219], [-6.329, -8.414, 3.946], [-5.781, -9.085, 3.527], [-6.891, -8.103, 3.229], [3.157, 6.053, -6.527], [3.122, 5.127, -6.797], [2.486, 6.124, -5.839], [2.107, -1.732, -4.347], [2.091, -0.771, -4.272], [2.253, -1.894, -5.286], [5.185, -1.309, -4.312], [4.481, -1.313, -3.655], [4.773, -0.933, -5.095], [-2.345, 6.107, -1.851], [-3.063, 6.190, -1.206], [-2.727, 6.430, -2.673], [5.781, 4.296, -2.803], [5.342, 3.845, -3.533], [6.443, 4.846, -3.243], [-0.126, 5.896, -7.818], [0.624, 6.298, -8.268], [0.244, 5.105, -7.415], [5.015, 8.914, -7.081], [4.965, 7.990, -7.344], [4.349, 8.998, -6.392], [4.061, -3.775, 7.190], [4.071, -4.524, 7.800], [4.757, -3.974, 6.556], [0.792, -4.391, 5.086], [1.085, -5.299, 5.214], [-0.057, -4.345, 5.549], [-5.882, -9.591, 1.315], [-6.291, -10.014, 0.553], [-5.120, -9.126, 0.955], [5.324, 3.899, -6.141], [5.321, 4.863, -6.085], [5.550, 3.714, -7.059], [-0.027, 2.980, -10.783], [0.212, 2.755, -9.879], [-0.917, 2.629, -10.891], [8.043, 6.270, -3.722], [8.639, 6.273, -2.957], [8.593, 6.584, -4.444], [3.499, -5.387, -0.271], [3.722, -5.797, -1.114], [4.070, -4.612, -0.231], [4.603, 6.688, -9.727], [4.004, 6.584, -8.979], [4.019, 6.880, -10.468], [4.381, 1.091, -0.688], [5.126, 0.513, -0.491], [4.700, 1.661, -1.399], [10.024, 7.428, -2.130], [9.753, 7.662, -1.236], [10.701, 8.075, -2.352], [1.174, -3.689, 9.794], [0.996, -4.150, 10.620], [0.683, -2.864, 9.865], [4.428, -5.964, 9.634], [3.895, -5.781, 10.417], [4.803, -6.831, 9.811], [-1.648, -4.634, -5.041], [-2.156, -4.971, -5.787], [-0.910, -4.171, -5.451], [1.178, 6.784, -0.084], [0.901, 7.042, 0.801], [1.826, 7.450, -0.337], [2.956, -7.111, 11.787], [3.146, -7.352, 12.700], [2.105, -7.521, 11.603]],
  "e_tot_ev": -176125.6175,
  "charge": 1
}

{
  "formula": "C21H10Cl5N4O7RuSe",
  "method": "ωB97M-V with the def2-TZVPD basis set",
  "symbols": ["Ru", "Cl", "C", "C", "C", "Cl", "C", "Cl", "C", "Cl", "C", "Cl", "O", "C", "O", "C", "C", "C", "C", "C", "C", "O", "N", "O", "O", "N", "O", "O", "H", "H", "C", "N", "C", "Se", "N", "C", "C", "C", "C", "C", "C", "H", "H", "H", "H", "H", "H", "H", "H"],
  "positions_angstrom": [[0.479, -1.148, 1.451], [0.303, 0.321, 4.453], [-0.385, -1.263, 4.444], [-0.318, -1.977, 3.259], [-0.802, -3.277, 3.257], [-0.622, -4.188, 1.792], [-1.396, -3.852, 4.376], [-2.005, -5.456, 4.343], [-1.486, -3.093, 5.548], [-2.219, -3.768, 6.943], [-0.971, -1.794, 5.591], [-1.065, -0.884, 7.043], [-0.561, -1.262, -2.335], [-0.786, -0.895, -1.201], [-0.631, -1.667, -0.154], [-1.273, 0.518, -0.933], [-2.065, 1.066, -1.924], [-2.613, 2.329, -1.752], [-2.343, 3.089, -0.631], [-1.504, 2.572, 0.339], [-0.960, 1.258, 0.249], [-0.174, 0.783, 1.171], [-1.165, 3.480, 1.445], [-0.239, 3.195, 2.179], [-1.801, 4.514, 1.513], [-3.483, 2.887, -2.788], [-3.639, 2.232, -3.798], [-3.951, 3.990, -2.586], [-2.260, 0.501, -2.823], [-2.753, 4.080, -0.515], [2.221, -2.648, -1.339], [2.332, -1.215, -1.152], [2.268, -0.568, 0.050], [2.896, -1.264, 1.711], [2.273, 0.775, -0.227], [2.262, 0.978, -1.587], [2.183, 2.134, -2.355], [2.158, 1.966, -3.724], [2.195, 0.695, -4.312], [2.259, -0.454, -3.554], [2.303, -0.290, -2.174], [2.313, -3.133, -0.368], [3.027, -2.989, -1.987], [1.246, -2.870, -1.775], [2.110, 1.465, 0.491], [2.141, 3.113, -1.899], [2.100, 2.834, -4.364], [2.153, 0.619, -5.389], [2.248, -1.435, -4.004]],
  "de_lowest_kcal_mol": 18.4,
  "multiplicity": 6,
  "charge": 0
}

{
  "formula": "C21H11Br2F5N4O2PtS",
  "method": "ωB97M-V with the def2-TZVPD basis set",
  "symbols": ["Pt", "Br", "C", "C", "C", "N", "C", "C", "C", "C", "C", "Br", "C", "C", "N", "H", "H", "H", "H", "H", "H", "C", "N", "C", "C", "C", "O", "N", "C", "O", "H", "H", "H", "H", "H", "F", "C", "C", "F", "C", "F", "C", "S", "C", "F", "C", "F"],
  "positions_angstrom": [[-0.757, -0.682, -0.277], [-6.368, 2.418, 1.810], [-4.796, 1.547, 1.283], [-3.559, 1.984, 1.740], [-2.429, 1.321, 1.313], [-2.476, 0.275, 0.477], [-3.674, -0.149, 0.029], [-4.850, 0.466, 0.411], [-3.624, -1.261, -0.933], [-4.678, -2.121, -1.169], [-4.510, -3.128, -2.114], [-5.895, -4.357, -2.426], [-3.318, -3.218, -2.817], [-2.312, -2.319, -2.514], [-2.457, -1.376, -1.587], [-3.474, 2.827, 2.410], [-1.453, 1.648, 1.637], [-5.801, 0.137, 0.019], [-5.605, -2.043, -0.619], [-3.166, -3.971, -3.575], [-1.370, -2.349, -3.042], [4.759, -0.879, -1.678], [3.460, -1.502, -1.410], [3.217, -2.812, -1.682], [2.021, -3.401, -1.447], [0.991, -2.564, -0.948], [-0.196, -2.874, -0.665], [1.245, -1.242, -0.752], [2.470, -0.704, -0.886], [2.739, 0.467, -0.534], [5.415, -1.596, -2.160], [5.209, -0.536, -0.748], [4.626, -0.016, -2.327], [4.044, -3.374, -2.093], [1.842, -4.445, -1.645], [4.433, 5.223, 3.581], [3.699, 4.314, 3.019], [2.385, 4.624, 2.642], [1.907, 5.829, 2.852], [1.609, 3.653, 2.061], [0.356, 3.905, 1.719], [2.123, 2.365, 1.812], [1.151, 1.173, 1.079], [3.451, 2.079, 2.192], [3.931, 0.870, 1.981], [4.228, 3.036, 2.801], [5.455, 2.760, 3.175]],
  "de_lowest_kcal_mol": 13.3,
  "multiplicity": 5,
  "charge": 2
}

{
  "formula": "C21H12ClFeIN4O3",
  "method": "ωB97M-V with the def2-TZVPD basis set",
  "symbols": ["Fe", "O", "C", "N", "C", "O", "C", "C", "C", "C", "C", "N", "C", "C", "C", "C", "C", "N", "H", "H", "H", "H", "H", "H", "H", "H", "Cl", "C", "C", "C", "I", "C", "O", "C", "N", "C", "C", "C", "C", "H", "H", "H", "H"],
  "positions_angstrom": [[-0.025, -0.068, -0.021], [0.279, -2.375, 3.193], [0.421, -1.727, 2.195], [-0.520, -0.924, 1.551], [-1.823, -0.763, 2.016], [-2.329, -1.256, 2.984], [-2.568, 0.173, 1.105], [-3.874, 0.545, 1.344], [-4.473, 1.434, 0.463], [-3.747, 1.920, -0.615], [-2.441, 1.500, -0.791], [-1.873, 0.640, 0.055], [1.724, -1.674, 1.445], [2.846, -2.347, 1.878], [4.012, -2.221, 1.136], [4.015, -1.425, 0.000], [2.850, -0.780, -0.373], [1.730, -0.912, 0.339], [-4.384, 0.141, 2.207], [-5.495, 1.750, 0.619], [-4.180, 2.622, -1.313], [-1.824, 1.860, -1.603], [2.785, -2.944, 2.777], [4.913, -2.734, 1.445], [4.908, -1.296, -0.594], [2.799, -0.134, -1.239], [0.255, -0.619, -6.723], [0.374, -0.051, -5.098], [0.891, 1.190, -4.839], [1.007, 1.694, -3.524], [1.795, 3.577, -3.178], [0.593, 0.926, -2.459], [0.638, 1.255, -1.178], [0.062, -0.354, -2.743], [-0.321, -1.042, -1.638], [-0.835, -2.250, -1.758], [-0.997, -2.850, -3.014], [-0.617, -2.175, -4.147], [-0.067, -0.882, -4.037], [1.221, 1.805, -5.666], [-1.126, -2.758, -0.847], [-1.422, -3.842, -3.066], [-0.734, -2.620, -5.126]],
  "de_lowest_kcal_mol": 0.0,
  "multiplicity": 2,
  "charge": 1
}